(1)
{
  "formula": "C5H7KO3",
  "method": "the ωB97M-V functional and the def2-TZVPD basis",
  "elements": ["O", "C", "C", "O", "O", "C", "H", "H", "H", "H", "K", "C", "H", "H", "C", "H"],
  "coordinates": [[-0.655, 1.023, 1.547], [-0.648, 1.234, 2.856], [-1.946, 1.313, 0.921], [3.097, -1.650, -1.068], [-1.810, 1.675, 3.214], [-2.761, 1.790, 2.110], [-2.312, 0.387, 0.468], [-1.778, 2.078, 0.157], [-3.621, 1.154, 2.344], [-3.069, 2.838, 2.046], [1.967, 0.049, 0.530], [2.310, -2.258, -3.238], [1.368, -1.705, -3.169], [2.526, -2.820, -4.148], [3.202, -2.259, -2.213], [4.130, -2.848, -2.358]],
  "mulliken_charge": [-0.13, -0.08, -0.28, -0.78, -0.18, -0.31, 0.26, 0.26, 0.25, 0.24, 0.93, -0.80, 0.17, 0.22, -0.04, 0.27],
  "gap_ha": 0.1970,
  "homo_ev": -5.82,
  "de_lowest_kcal_mol": 13.8,
  "e_lumo_ha": -0.017,
  "fmax_ev_per_a": 0.83
}

***

(2)
{
  "formula": "C5H7Li2O5",
  "method": "the ωB97M-V functional and the def2-TZVPD basis",
  "elements": ["O", "C", "C", "O", "Li", "H", "H", "H", "H", "C", "C", "Li", "O", "H", "H", "O", "C", "O", "H"],
  "coordinates": [[-2.096, -0.268, -0.008], [-3.203, -0.839, -0.455], [-3.567, -0.972, -1.746], [2.377, 2.127, 0.469], [-1.756, 1.313, 0.745], [-3.883, -1.216, 0.326], [-4.495, -1.486, -1.998], [-2.931, -0.641, -2.573], [2.988, -2.506, -0.762], [2.119, -1.890, -0.467], [2.437, -0.477, -0.104], [-0.509, -1.177, -0.069], [0.990, -2.332, -0.498], [2.944, 0.002, -0.956], [3.134, -0.475, 0.748], [1.233, 0.203, 0.237], [1.368, 1.491, 0.552], [0.178, 1.969, 0.929], [0.292, 2.881, 1.238]],
  "mulliken_charge": [-0.88, -0.02, -0.68, -0.45, 0.88, 0.33, 0.24, 0.22, 0.38, 0.14, -0.47, 0.90, -0.53, 0.39, 0.38, -0.26, 0.46, -0.36, 0.34],
  "gap_ha": 0.2784,
  "charge": 1,
  "homo_ev": -11.26,
  "de_lowest_kcal_mol": 0.0,
  "e_lumo_ha": -0.136,
  "fmax_ev_per_a": 2.17
}